Record 1
5
Properties=species:S:1:pos:R:3:lowdin_charge:R:1 method="wB97M-V/def2-TZVPD" homo_energy_ha=-0.347 mol_weight_g_mol=154.9 de_lowest_kj_mol=97.22 lumo_ev=0.17 energy_ha=-391.68012 charge=0
H -0.321 0.828 0.215 0.03
C 0.472 0.186 -0.043 -0.20
H 0.346 -0.932 0.104 0.07
N 1.591 0.945 0.091 -0.58
I 3.339 -0.039 -0.039 0.68

Record 2
36
Properties=species:S:1:pos:R:3:lowdin_charge:R:1 method="wB97M-V/def2-TZVPD" multiplicity=3 homo_energy_ha="-0.592 / -0.591" mol_weight_g_mol=428.0 de_lowest_kj_mol=193.62 lumo_ev="-8.62 / -11.62" energy_ha=-849.12533 charge=+2
C 3.319 0.232 -0.582 0.05
H -2.850 1.448 2.053 0.05
B 1.257 -1.434 -0.369 -0.43
H -0.009 -2.883 3.996 0.13
H -1.916 -1.906 -3.910 0.13
N -0.246 -0.662 1.583 -0.13
W -0.969 0.939 0.342 1.58
H 4.043 -0.552 -0.859 0.17
N 0.063 -1.298 -1.382 0.01
N 0.643 -1.618 1.065 -0.01
C 0.062 -2.290 3.093 -0.01
H -1.249 -0.499 3.476 0.13
C -1.422 -1.532 -3.022 0.01
H 0.387 -2.854 -2.756 0.15
N -0.937 -0.319 -1.210 -0.17
H -3.416 1.753 0.375 0.05
H 1.979 -2.371 -0.663 0.14
H 1.455 -3.436 1.767 0.15
H -1.772 3.414 -0.097 0.04
H 1.973 3.118 0.177 0.13
C -0.247 -2.035 -2.466 0.02
N 1.347 1.065 -0.027 -0.02
C -1.831 -0.466 -2.234 -0.05
H -1.492 2.491 -1.537 0.05
C -1.046 2.755 -0.574 -0.28
C -0.587 -1.082 2.845 -0.05
C 0.809 -2.589 1.977 -0.01
H 4.411 2.145 -0.519 0.14
H -0.141 3.298 -0.814 0.03
N 2.035 -0.080 -0.358 0.01
H -2.689 0.202 -2.295 0.14
H -3.272 0.022 1.006 0.05
C -2.878 1.049 1.025 -0.27
C 3.497 1.590 -0.406 0.05
C 2.244 2.096 -0.050 -0.04
H -0.556 2.286 1.350 0.07

Record 3
15
Properties=species:S:1:pos:R:3:lowdin_charge:R:1 method="wB97M-V/def2-TZVPD" homo_energy_ha=-0.326 mol_weight_g_mol=92.1 de_lowest_kj_mol=93.89 lumo_ev=1.09 energy_ha=-271.49569 charge=0
H 1.095 -1.093 -1.607 0.13
C -0.674 0.840 0.650 -0.07
C -0.056 0.490 -0.499 -0.32
C 0.599 -1.625 0.434 -0.09
H 0.119 -1.705 2.646 0.09
C 0.132 -1.190 1.718 -0.07
H -1.446 1.680 0.650 0.15
C 0.622 -0.770 -0.642 -0.06
C -0.175 1.223 -1.780 -0.08
H -0.791 2.135 -1.748 0.07
H 0.958 1.544 -2.025 0.13
H 1.179 -2.572 0.408 0.11
C -0.420 0.067 1.729 -0.13
H -0.493 0.651 -2.644 0.07
H -0.647 0.325 2.711 0.08